1.
14
Properties=species:S:1:pos:R:3:lowdin_charge:R:1 method="wB97M-V/def2-TZVPD" spin_multiplicity=3 relative_energy_kcal_mol=29.97 energy_ev=-14806.9430 homo_lumo_gap_ev="6.56 / 7.94" e_homo_ev="-6.16 / -10.22"
O -0.0801 -2.6561 1.4350 -0.021
O -0.3037 -2.3563 -1.3433 0.088
O 0.0871 2.0234 -0.9224 0.178
O 0.0895 -0.3317 -2.0274 0.005
N -0.0555 -0.7021 0.1138 0.123
N 1.2332 3.8674 -0.0912 0.241
N -0.0767 -1.2157 -1.0057 -0.454
C -0.5565 -1.3799 1.2817 -0.284
C 0.6323 2.9112 -0.4866 -0.357
H -0.4548 -3.2193 0.7201 0.101
H -0.2033 -0.7240 2.0445 0.116
H 0.0289 0.6743 -1.6043 0.100
H 1.2596 4.4494 0.6576 0.051
H -1.6001 -1.3408 1.2282 0.112

2.
12
Properties=species:S:1:pos:R:3:lowdin_charge:R:1 method="wB97M-V/def2-TZVPD" relative_energy_kcal_mol=98.12 energy_ev=-21491.9289 homo_lumo_gap_ev="9.57 / 8.67" e_homo_ev="-9.41 / -8.82"
F 1.6162 0.3468 -1.9675 0.057
F -1.5160 1.8423 0.8514 0.146
F 2.8676 -0.1281 -0.2579 0.154
F -1.8778 0.4850 -0.9185 0.129
F 0.9488 -0.9136 1.2998 0.064
F 0.3147 -1.8452 -0.6974 0.065
O -2.3224 -0.1909 1.1806 0.137
C -1.6266 0.6025 0.3773 -0.474
C 1.7084 0.2579 -0.5941 -0.413
C 0.6439 -0.6918 -0.0108 -0.217
H 1.4752 1.3443 -0.0887 0.199
H -2.2320 -1.1092 0.8258 0.152

3.
12
Properties=species:S:1:pos:R:3:lowdin_charge:R:1 method="wB97M-V/def2-TZVPD" relative_energy_kcal_mol=34.82 energy_ev=-16211.4806 homo_lumo_gap_ev="7.28 / 7.28" e_homo_ev="-9.18 / -9.17"
I -2.7758 1.1076 0.4595 0.507
N -0.6805 -1.1933 0.5989 0.008
N -2.5127 -1.8401 -0.5270 0.071
N 0.7998 0.3164 -0.2904 -0.001
N -1.7410 -0.9207 0.0504 -0.506
C 2.0373 1.0560 -0.5104 -0.123
C 0.4431 -0.4221 0.6984 -0.249
H 0.9274 -0.5318 1.5734 0.080
H 2.7263 1.0114 0.3862 0.088
H 2.4725 0.8229 -1.4600 0.063
H 1.7623 2.1291 -0.5251 0.080
H -3.4587 -1.5356 -0.4539 -0.019

4.
13
Properties=species:S:1:pos:R:3:lowdin_charge:R:1 method="wB97M-V/def2-TZVPD" spin_multiplicity=2 relative_energy_kcal_mol=55.49 energy_ev=-6669.4092 homo_lumo_gap_ev="4.55 / 9.12" e_homo_ev="-4.32 / -8.86"
N -0.0281 -1.8348 -2.1711 0.008
N 0.2237 1.9503 0.9072 -0.044
N 0.2363 -0.9567 0.0252 0.011
C 0.0178 -2.0051 -0.8052 -0.382
C -0.5156 2.7569 1.6403 -0.095
H -0.8567 2.2246 2.5324 0.063
H 0.8747 1.7403 1.6839 0.051
H 0.7016 -1.1389 0.8931 0.064
H 0.2080 0.0039 -0.3188 0.042
H 0.4893 -1.0716 -2.5796 0.067
H -0.6588 3.8306 1.4415 0.071
H -0.2426 -3.0007 -0.4585 0.079
H -0.4495 -2.4989 -2.7904 0.065

5.
9
Properties=species:S:1:pos:R:3:lowdin_charge:R:1 method="wB97M-V/def2-TZVPD" spin_multiplicity=3 relative_energy_kcal_mol=35.13 energy_ev=-28583.6094 homo_lumo_gap_ev="8.04 / 4.48" e_homo_ev="-7.89 / -9.41"
S 2.8171 1.0108 -0.5037 0.477
P 1.1749 0.2377 0.1190 0.431
F 1.2411 0.3262 1.7466 -0.282
F 0.5291 -2.0155 -0.5356 -0.592
N -0.4355 0.6741 -0.1696 -0.266
N -1.5002 -0.1741 -0.0216 0.009
H -0.5418 1.2536 -0.9166 0.048
H -1.4973 -0.9776 -0.6408 0.087
H -1.7874 -0.3352 0.9222 0.089

6.
15
Properties=species:S:1:pos:R:3:lowdin_charge:R:1 method="wB97M-V/def2-TZVPD" relative_energy_kcal_mol=44.58 energy_ev=-8736.5065 homo_lumo_gap_ev=9.88 e_homo_ev=-9.25
O -0.8394 -1.8250 2.8186 -0.077
N 0.8986 0.6332 0.7611 0.070
N -0.3884 0.2770 -1.2773 -0.054
N 0.9002 2.2373 -0.8951 0.077
C -0.9483 -0.9522 -0.7595 -0.110
C 0.3832 1.0468 -0.3791 -0.547
H -0.3356 -2.5525 2.5419 -0.011
H -0.2890 -1.7880 -0.8854 0.073
H 0.9888 1.3395 1.4730 0.037
H -1.8585 -1.1352 -1.3768 0.093
H -0.2470 -1.1691 2.3263 0.038
H 0.7715 2.3120 -1.8952 0.072
H 0.0846 0.0417 -2.1633 0.133
H -1.0601 -0.5796 0.2559 0.056
H 1.9393 2.1141 -0.5451 0.150